Density functional theory data (ωB97M-V with the def2-TZVPD basis set) for a gas-phase ion, C16H19N2O2 (charge +1).

Properties
energy relative to the best compared isomer or geometry (same formula, charge and spin) = 1.5427 eV
HOMO-LUMO gap = 0.2974 Ha
E_tot = -23968.45785 eV
SMILES string = COc1ccc(C2=[N+](C)CCn3cccc32)c(OC)c1
E_LUMO = -3.8 eV

Geometry as ORCA input:
```
! wB97M-V def2-TZVPD RIJCOSX def2/J DEFGRID3
* xyz 1 1
O 2.22 -1.14 3.83
O -1.82 -0.26 1.38
C 0.15 -2.14 -3.73
C 0.11 -1.92 -2.27
C -0.27 -1.00 -4.32
C -0.30 -0.63 -2.10
C -0.47 0.16 -0.92
C 2.37 -0.55 1.41
C 0.29 -0.73 2.61
C 1.67 -0.30 0.24
C 1.69 -0.78 2.60
C -0.45 -0.42 1.46
C 0.27 -0.18 0.27
N -0.54 -0.08 -3.33
N -1.20 1.27 -0.98
C 3.61 -0.96 4.08
C -2.52 0.05 2.57
C -1.19 2.30 0.09
C -1.05 1.31 -3.48
C -1.91 1.63 -2.25
H 0.38 -3.05 -4.27
H 0.39 -2.61 -1.49
H -0.36 -0.82 -5.41
H 3.43 -0.63 1.33
H -0.22 -0.93 3.54
H 2.29 -0.12 -0.67
H 3.87 -1.33 5.09
H 4.17 -1.51 3.32
H 3.85 0.09 4.02
H -2.40 -0.72 3.33
H -3.60 0.11 2.38
H -2.17 1.00 2.97
H -1.98 2.06 0.82
H -1.29 3.34 -0.26
H -0.21 2.22 0.57
H -1.65 1.47 -4.37
H -0.17 1.99 -3.50
H -2.86 1.11 -2.30
H -2.14 2.70 -2.27
*
```

---

Density functional theory data (ωB97M-V with the def2-TZVPD basis set) for a molecular structure, C16H19N2O5S2Se2TcTe2.

Properties
energy relative to the best compared isomer or geometry (same formula, charge and spin) = 1.2272 eV
HOMO-LUMO gap (spin up / spin down) = 0.2482 / 0.1944 Ha
E_tot = -199267.21688 eV
E_LUMO (spin up / spin down) = 1.9 / 0.6 eV

Geometry as ORCA input:
```
! wB97M-V def2-TZVPD RIJCOSX def2/J DEFGRID3
* xyz -1 4
Tc -0.91 0.20 0.67
O -0.55 3.60 -1.12
S -0.70 2.36 -0.45
O -2.10 1.84 -0.22
O -0.12 2.25 0.95
O -0.08 1.15 -1.13
Se 1.68 -0.35 0.78
Te 2.68 -1.15 2.83
Te -2.62 -2.69 3.22
Se -0.82 -1.04 2.83
C 1.52 -3.39 -2.98
C 1.50 -3.61 -1.61
C 0.59 -2.94 -0.80
C -0.31 -2.07 -1.40
C -0.30 -1.84 -2.76
C 0.62 -2.51 -3.56
N -1.29 -1.42 -0.57
N -2.46 -1.83 -0.79
C -3.38 -1.20 0.03
C -4.73 -1.54 -0.04
C -5.61 -0.90 0.79
C -5.14 0.07 1.69
C -3.80 0.40 1.75
C -2.89 -0.25 0.93
H 2.24 -3.91 -3.60
H 2.21 -4.29 -1.15
H 0.57 -3.08 0.27
H -0.99 -1.12 -3.18
H 0.66 -2.30 -4.62
H -5.05 -2.30 -0.75
H -6.67 -1.15 0.77
H -5.85 0.58 2.34
H -3.46 1.15 2.45
C 4.70 -1.15 -1.28
C 4.36 -0.69 -2.69
S 2.69 0.01 -2.81
O 2.42 0.16 -4.27
C 3.07 1.67 -2.17
C 3.73 2.55 -3.22
H 5.69 -1.62 -1.26
H 3.97 -1.87 -0.92
H 4.71 -0.32 -0.57
H 4.31 -1.54 -3.38
H 5.08 0.02 -3.10
H 3.68 1.54 -1.28
H 2.11 2.07 -1.85
H 4.67 2.13 -3.58
H 3.93 3.54 -2.79
H 3.07 2.68 -4.08
*
```

---

Density functional theory data (ωB97M-V with the def2-TZVPD basis set) for a single C16H19N3O3 molecule.

Properties
energy relative to the best compared isomer or geometry (same formula, charge and spin) = 4.7899 eV
HOMO-LUMO gap = 0.2825 Ha
E_tot = -27510.69347 eV
SMILES string = N[C@@H](Cc1c[nH]c2ccccc12)C(=O)N1CCC[C@H]1C(=O)O
E_LUMO = 0.6 eV

Geometry as ORCA input:
```
! wB97M-V def2-TZVPD RIJCOSX def2/J DEFGRID3
* xyz 0 1
C 0.36 -1.74 0.43
C 1.18 -0.45 0.81
C -0.85 -1.23 -0.50
C -1.75 -0.10 0.16
C -1.65 0.88 1.23
C -3.22 0.05 -0.14
C -3.76 1.22 0.39
C -4.13 -0.71 -0.90
C -4.99 1.68 0.08
C -5.48 -0.32 -1.08
C -5.95 0.86 -0.47
C 3.34 0.58 0.53
C 3.04 1.84 -0.21
C 4.76 -0.02 0.14
C 4.39 -0.60 -1.19
C 2.90 -0.96 -1.06
H 0.64 -2.66 2.16
H -0.71 -2.02 2.17
H 0.96 -2.62 -0.10
H -1.44 -2.22 -0.81
H -0.32 -0.94 -1.45
H -0.81 1.15 1.76
H -2.72 2.45 1.83
H -3.84 -1.71 -1.23
H -5.16 2.74 0.17
H -6.07 -0.87 -1.78
H -7.09 1.12 -0.39
H 3.17 0.94 1.55
H 5.51 0.77 0.05
H 5.06 -0.74 0.98
H 5.00 -1.36 -1.45
H 4.46 0.19 -1.93
H 2.17 -0.60 -1.87
H 2.84 -2.03 -0.98
H 3.70 3.50 -0.68
N -0.13 -2.51 1.48
N -2.69 1.67 1.15
N 2.40 -0.42 0.23
O 0.92 0.28 1.74
O 1.98 2.14 -0.74
O 3.98 2.79 -0.09
*
```

---

Density functional theory data (ωB97M-V with the def2-TZVPD basis set) for a single C16H19N3O3 molecule.

Properties
energy relative to the best compared isomer or geometry (same formula, charge and spin) = 1.3616 eV
HOMO-LUMO gap = 0.3233 Ha
E_tot = -27514.12180 eV
SMILES string = Cc1nn(Cc2ccccc2)c(C)c1NC(=O)CCC(=O)O
E_LUMO = 0.6 eV

Geometry as ORCA input:
```
! wB97M-V def2-TZVPD RIJCOSX def2/J DEFGRID3
* xyz 0 1
C -0.61 -3.08 -0.46
C -0.56 -1.62 -0.17
N -1.66 -0.89 -0.04
N -1.26 0.36 0.19
C 0.09 0.47 0.22
C 0.58 -0.81 -0.01
N 1.91 -1.23 -0.10
C 2.91 -0.83 0.72
O 2.75 -0.11 1.69
C 4.28 -1.34 0.30
H 4.25 -2.41 0.08
H 4.97 -1.16 1.12
C 4.76 -0.57 -0.95
C 4.62 0.91 -0.68
O 3.78 1.62 -1.16
O 5.54 1.35 0.18
H 5.39 2.28 0.40
H 4.15 -0.82 -1.82
H 5.80 -0.80 -1.15
H 2.11 -1.92 -0.81
C 0.83 1.74 0.44
H 0.16 2.60 0.40
H 1.32 1.71 1.41
H 1.61 1.85 -0.32
C -2.23 1.41 0.41
C -3.61 0.88 0.15
C -4.41 0.43 1.19
C -5.67 -0.07 0.94
C -6.16 -0.12 -0.36
C -5.37 0.33 -1.40
C -4.10 0.83 -1.15
H -3.49 1.18 -1.97
H -5.74 0.29 -2.42
H -7.14 -0.51 -0.56
H -6.28 -0.43 1.75
H -4.03 0.46 2.20
H -2.15 1.77 1.44
H -2.01 2.24 -0.27
H -1.65 -3.41 -0.45
H -0.18 -3.30 -1.43
H -0.05 -3.63 0.30
*
```